An isolated molecule of C3H5N3, computed with ωB97M-V/def2-TZVPD.

Each line ends with the natural charge from an NBO analysis.
Positions of all 11 atoms, in Å:
C  0.5956  -1.2566  -0.9155  -0.645
C  0.0791  -0.1037  -0.0837  0.103
C  -1.2328  0.1218  0.6019  -0.046
N  -1.2779  1.3122  1.1420  -0.237
N  0.1113  1.9220  0.6549  -0.267
N  0.8041  0.9663  0.0459  -0.214
H  0.3313  -2.2171  -0.4643  0.219
H  0.1537  -1.2125  -1.9190  0.225
H  1.6908  -1.2316  -1.0469  0.240
H  -2.0221  -0.6604  0.6442  0.226
H  0.7668  2.3594  1.3405  0.396

Energy relative to the best compared isomer or geometry (same formula, charge and spin)   189.76 kJ/mol
Maximum force   0.058 Eh/bohr
SMILES   Cc1cn[nH]n1
Total charge   0
Orbital gap   10.58 eV
Spin multiplicity   1
HOMO level   -9.59 eV
E_tot   -7660.4888 eV



A structure of composition C16H31CdNP2Se, computed with ωB97M-V/def2-TZVPD.

Each line ends with the natural charge from an NBO analysis.
Positions of all 52 atoms, in Å:
P  4.7475  -2.2795  -4.2569  0.790
P  2.1577  -4.0658  -4.9431  0.788
C  4.9673  -3.8101  -5.3197  -0.700
C  3.6762  -4.2283  -6.0335  -0.700
H  5.3070  -4.6144  -4.6514  0.221
H  5.7693  -3.6187  -6.0480  0.220
H  3.5059  -3.5891  -6.9118  0.221
H  3.7456  -5.2685  -6.3847  0.220
C  2.0392  -5.8063  -4.3355  -0.940
H  1.0777  -5.9370  -3.8153  0.233
H  2.8404  -6.0115  -3.6105  0.231
H  2.1019  -6.5340  -5.1563  0.214
C  0.8703  -4.1223  -6.2567  -0.942
H  1.0023  -4.9784  -6.9332  0.215
H  0.9005  -3.1937  -6.8466  0.231
H  -0.1235  -4.1892  -5.7886  0.234
C  6.2658  -2.4391  -3.2301  -0.942
H  6.3933  -1.5279  -2.6263  0.233
H  7.1676  -2.5898  -3.8400  0.215
H  6.1580  -3.2874  -2.5371  0.231
C  5.3311  -0.9994  -5.4538  -0.940
H  4.5854  -0.8542  -6.2493  0.231
H  6.2940  -1.2693  -5.9084  0.214
H  5.4429  -0.0410  -4.9235  0.233
Cd  -0.0358  -0.0663  -0.0601  1.616
C  -0.5618  -1.0680  -1.8983  -0.475
C  -0.1404  -2.0442  -0.9920  -0.482
C  1.2083  -2.7010  -0.9955  -0.443
C  2.2652  -2.0146  -0.0883  -0.452
C  2.2046  -0.5213  -0.0765  -0.347
C  1.9438  0.2989  -1.1801  -0.342
C  1.7481  -0.1799  -2.5810  -0.475
C  0.2742  -0.4604  -2.9864  -0.432
C  0.3705  1.5740  1.4432  -0.925
H  -1.6427  -0.8842  -1.9743  0.240
H  -0.9208  -2.5381  -0.3880  0.238
H  1.5918  -2.7694  -2.0254  0.227
H  1.0891  -3.7490  -0.6500  0.225
H  2.1092  -2.3681  0.9529  0.218
H  3.2767  -2.3419  -0.3705  0.219
H  2.5851  -0.0347  0.8318  0.239
H  2.1047  1.3828  -1.0483  0.235
H  2.3560  -1.0824  -2.7533  0.238
H  2.1515  0.5873  -3.2719  0.227
H  -0.1966  0.5042  -3.2689  0.216
H  0.2418  -1.0901  -3.8893  0.214
H  -0.4122  2.3970  1.3326  0.232
H  1.2887  2.0547  1.1116  0.202
H  0.4721  1.1371  2.4109  0.196
Se  -2.7757  2.3806  3.4030  0.079
C  -1.8871  1.5956  2.2911  0.012
N  -1.3150  0.9383  1.4098  -0.714

Energy relative to the best compared isomer or geometry (same formula, charge and spin)   37.98 kJ/mol
Maximum force   0.163 Eh/bohr
Total charge   0
Orbital gap (spin up / spin down)   6.06 / 5.52 eV
Spin multiplicity   1
HOMO level (spin up / spin down)   -6.19 / -5.49 eV
E_tot   -107064.0059 eV



An isolated molecule of C20H19NO6, computed with ωB97M-V/def2-TZVPD.

Each line ends with the natural charge from an NBO analysis.
Positions of all 46 atoms, in Å:
C  0.6227  2.1714  4.2733  -0.265
O  1.7161  2.0789  3.3815  -0.483
C  1.7133  1.0964  2.4648  0.367
C  2.6898  1.1779  1.4618  -0.270
C  2.7091  0.2651  0.4405  -0.129
C  1.7704  -0.7775  0.3803  -0.253
C  1.7985  -1.6481  -0.7938  0.557
O  2.6233  -1.5360  -1.6777  -0.537
C  0.7470  -2.7627  -0.9079  -0.182
O  -0.5736  -2.2607  -1.1128  -0.501
C  -1.5216  -2.5923  -0.2364  0.815
O  -1.3215  -3.2075  0.7795  -0.611
C  -2.8873  -2.1108  -0.6703  -0.509
C  -3.4027  -0.9787  0.2337  -0.396
C  -3.2087  0.4208  -0.3541  -0.208
N  -1.8343  0.8436  -0.4527  -0.438
C  -1.2026  1.5365  0.5528  0.886
O  -1.6404  1.7601  1.6509  -0.629
O  0.0095  1.9500  0.1101  -0.457
C  0.1543  1.5092  -1.1772  0.319
C  1.2191  1.6868  -2.0320  -0.255
C  1.1049  1.1276  -3.2962  -0.209
C  -0.0384  0.4425  -3.6818  -0.208
C  -1.1151  0.2795  -2.8243  -0.235
C  -0.9996  0.8138  -1.5555  0.097
C  0.8594  -0.9032  1.4309  -0.109
C  0.8250  0.0196  2.4546  -0.337
H  0.7536  3.1149  4.8002  0.199
H  0.6284  1.3505  4.9970  0.173
H  -0.3248  2.1804  3.7275  0.211
H  3.3966  1.9914  1.5032  0.226
H  3.4373  0.3345  -0.3533  0.235
H  0.9972  -3.3580  -1.7918  0.214
H  0.7616  -3.3963  -0.0138  0.225
H  -2.8473  -1.7964  -1.7111  0.219
H  -3.5543  -2.9701  -0.5830  0.245
H  -2.9128  -1.0328  1.2071  0.231
H  -4.4734  -1.1078  0.3964  0.219
H  -3.7094  1.1394  0.3029  0.236
H  -3.6532  0.4778  -1.3512  0.203
H  2.0947  2.2310  -1.7227  0.234
H  1.9229  1.2276  -3.9912  0.222
H  -0.0934  0.0244  -4.6750  0.218
H  -2.0016  -0.2437  -3.1439  0.215
H  0.1672  -1.7276  1.4726  0.225
H  0.0903  -0.0938  3.2352  0.230

Energy relative to the best compared isomer or geometry (same formula, charge and spin)   37.65 kJ/mol
Maximum force   0.018 Eh/bohr
SMILES   COc1ccc(C(=O)COC(=O)CCCn2c(=O)oc3ccccc32)cc1
Total charge   0
Orbital gap   8.77 eV
Spin multiplicity   1
HOMO level   -8.39 eV
E_tot   -34824.3628 eV



A structure of composition CH2ClO2S, computed with ωB97M-V/def2-TZVPD.

Each line ends with the natural charge from an NBO analysis.
Positions of all 7 atoms, in Å:
C  -1.2034  -0.0791  0.0087  -1.021
O  1.2654  1.9100  0.9847  -0.722
O  0.7813  0.3434  -1.7208  -0.921
S  0.4704  0.2428  -0.3337  1.620
Cl  1.4651  -1.4962  0.2893  -0.360
H  -1.3790  -1.1614  -0.2211  0.197
H  -1.3998  0.2405  0.9929  0.206

Energy relative to the best compared isomer or geometry (same formula, charge and spin)   471.74 kJ/mol
Maximum force   0.107 Eh/bohr
Total charge   -1
Orbital gap (spin up / spin down)   7.23 / 7.16 eV
Spin multiplicity   1
HOMO level (spin up / spin down)   -4.09 / -4.09 eV
E_tot   -28517.6982 eV



A cluster of 2 separate species, C11H17F2NO in total, computed with ωB97M-V/def2-TZVPD.

Each line ends with the natural charge from an NBO analysis.
Positions of all 32 atoms, in Å:
C  1.7488  2.6909  0.5734  -0.396
C  1.8747  2.0294  -0.7813  -0.398
C  2.2763  1.5346  1.5246  -0.411
C  0.7986  1.0177  -1.0199  -0.440
C  -0.8539  -1.6898  0.9896  -0.245
C  -0.0074  -1.9790  -1.1353  -0.224
C  -2.1760  -2.3701  0.5533  -0.081
C  -1.2965  -2.6105  -1.5744  -0.089
C  1.3699  0.2835  1.2627  -0.256
C  0.7348  0.0445  0.0739  0.196
C  -2.8947  2.1622  -0.2504  0.673
N  -0.2105  -1.0537  -0.1377  -0.477
O  -1.8540  -3.3246  -0.4834  -0.533
F  -3.4445  3.3420  0.0327  -0.338
F  -2.8413  1.5703  0.9232  -0.328
H  2.6086  3.3543  0.6467  0.207
H  0.8116  3.0708  0.9244  0.211
H  1.6202  2.7295  -1.5533  0.203
H  2.8534  1.7284  -0.9578  0.205
H  3.2648  1.2940  1.2907  0.197
H  2.2964  1.6859  2.5530  0.203
H  -0.1859  1.5507  -1.0201  0.210
H  0.8563  0.6237  -2.0261  0.216
H  -1.0341  -0.9719  1.7923  0.218
H  -0.3279  -2.6669  1.3375  0.171
H  0.6838  -2.8354  -0.7854  0.159
H  0.4716  -1.4605  -1.9955  0.203
H  -2.5588  -3.0022  1.3923  0.204
H  -2.7744  -1.6525  0.0114  0.176
H  -1.8594  -1.6462  -1.7647  0.156
H  -1.1784  -3.1027  -2.5378  0.202
H  1.2280  -0.3462  2.1412  0.205

Energy relative to the best compared isomer or geometry (same formula, charge and spin)   185.82 kJ/mol
Maximum force   0.084 Eh/bohr
Total charge   0
Orbital gap   7.65 eV
Spin multiplicity   1
HOMO level   -7.88 eV
E_tot   -20650.6075 eV



An isolated molecule of C4H6INO, computed with ωB97M-V/def2-TZVPD.

Each line ends with the natural charge from an NBO analysis.
Positions of all 13 atoms, in Å:
O  0.2787  -2.3981  0.2100  -0.693
C  0.0584  -1.1401  -0.3994  0.226
N  1.2675  -0.4687  -0.6016  -0.429
C  1.1627  0.7955  -0.5655  0.149
C  -0.1529  1.3377  0.1455  -0.535
C  -0.8418  0.0158  0.4174  -0.393
I  -2.9170  0.1349  -0.0768  0.096
H  0.8186  -2.2465  1.0334  0.474
H  -0.4142  -1.2474  -1.5107  0.192
H  2.0184  1.4030  -0.6791  0.188
H  0.2496  1.9688  1.0077  0.237
H  -0.6137  2.1154  -0.5200  0.244
H  -0.9142  -0.2704  1.5392  0.244

Energy relative to the best compared isomer or geometry (same formula, charge and spin)   186.42 kJ/mol
Maximum force   0.059 Eh/bohr
SMILES   O[C@@H]1N=CC[C@H]1I
Total charge   0
Orbital gap   9.66 eV
Spin multiplicity   1
HOMO level   -9.28 eV
E_tot   -15881.8855 eV